This record from the Open Molecules 2025 dataset describes a structure of composition C49H68BrCl3N4O5SSi2Ti. The level of theory is the ωB97M-V functional and the def2-TZVPD basis.

As for the spin multiplicity: 3. Its expectation value of S² is 2.027. As for the energy relative to the best compared isomer or geometry (same formula, charge and spin): 34.6 kJ/mol. The calculation puts the LUMO energy (spin up / spin down) at 3.7 / 3.7 eV. The calculation puts the HOMO energy (spin up / spin down) at -0.17 / -2.88 eV. The charge is -2.

XYZ file:
```
134
Properties=species:S:1:pos:R:3:mulliken_spin:R:1
Ti 0.7981 -0.5965 -1.0625 1.0777
Cl -3.1201 -6.8147 0.8514 -0.0001
C -2.2053 -5.3964 0.4178 -0.0005
C -2.4093 -4.2172 1.1147 -0.0002
C -1.7254 -3.0847 0.7247 -0.0083
Cl -1.8733 -1.6299 1.6306 -0.0020
C -0.8504 -3.0603 -0.4009 -0.0392
O -0.3038 -1.9860 -0.8991 -0.0041
C -0.5864 -4.3359 -0.9643 -0.0008
Cl 0.7080 -4.4224 -2.1122 -0.0011
C -1.2568 -5.4783 -0.5836 0.0015
H -3.0742 -4.1831 1.9654 -0.0001
H -1.0281 -6.4265 -1.0482 -0.0001
C -3.4750 -2.1644 -3.4532 0.0011
C -2.5053 -1.1615 -4.0870 -0.0214
C -3.2615 -0.2566 -5.0639 -0.0018
C -1.3925 -1.9006 -4.8286 -0.0019
O -1.8942 -0.3885 -3.0474 -0.0144
Si -2.5053 0.8747 -2.1750 0.0593
S -1.3247 1.1066 -0.5068 -0.0171
O -2.4314 2.1204 -3.2641 -0.0082
C -2.6888 3.5059 -3.1762 0.0028
C -1.3597 4.2532 -3.3120 -0.0029
C -3.6302 3.8508 -4.3339 -0.0001
C -3.3347 3.9116 -1.8503 0.0005
O -4.1372 0.6506 -1.9892 -0.0043
C -5.0815 0.5072 -0.9503 -0.0001
C -4.6788 1.2555 0.3224 0.0010
C -6.3992 1.0780 -1.4881 -0.0001
C -5.2655 -0.9735 -0.6052 0.0002
H -3.7968 -2.9113 -4.1824 -0.0001
H -4.3439 -1.6281 -3.0777 0.0001
H -2.9937 -2.6721 -2.6171 -0.0006
H -3.5533 -0.8216 -5.9525 0.0007
H -2.6203 0.5749 -5.3544 0.0029
H -4.1514 0.1546 -4.5827 -0.0001
H -1.8036 -2.7117 -5.4336 -0.0002
H -0.6889 -2.3141 -4.1100 0.0036
H -0.8505 -1.2157 -5.4797 0.0074
H -0.8336 3.9406 -4.2138 0.0004
H -0.7291 4.0288 -2.4494 0.0012
H -1.5322 5.3309 -3.3549 0.0001
H -3.1512 3.6209 -5.2877 0.0002
H -3.9065 4.9078 -4.3179 -0.0001
H -4.5312 3.2404 -4.2475 -0.0001
H -2.7418 3.5129 -1.0250 0.0004
H -4.3469 3.5104 -1.7863 -0.0002
H -3.3758 4.9990 -1.7676 0.0000
H -4.5502 2.3176 0.1200 -0.0002
H -3.7291 0.8699 0.6935 0.0001
H -5.4498 1.1324 1.0859 0.0000
H -6.2508 2.1132 -1.7990 0.0000
H -7.1757 1.0429 -0.7209 0.0000
H -6.7294 0.5063 -2.3576 0.0001
H -4.3031 -1.4073 -0.3273 0.0000
H -5.6668 -1.5252 -1.4561 0.0000
H -5.9578 -1.0782 0.2328 0.0000
C 3.5004 -3.4916 0.9834 0.0846
C 4.6286 -3.3866 0.1784 -0.0405
C 4.5695 -2.6423 -0.9852 0.0459
C 3.3876 -1.9753 -1.3466 -0.0099
C 2.2984 -1.9102 -0.4448 0.0793
C 2.3755 -2.7336 0.6780 -0.1194
C 3.1877 -1.4140 -2.6788 0.4036
C 4.0250 -1.7285 -3.7446 -0.1438
C 3.7740 -1.2611 -5.0216 0.4367
C 2.6698 -0.3871 -5.2279 -0.1102
C 2.3674 0.1715 -6.4766 0.0600
C 1.3062 1.0500 -6.6380 -0.0095
C 0.5363 1.3914 -5.5348 0.0535
C 0.8107 0.8535 -4.2854 0.0029
C 1.8475 -0.0755 -4.1023 0.0201
N 2.0589 -0.6345 -2.8625 0.1061
H 3.5140 -4.1389 1.8545 0.0054
H 5.5477 -3.8931 0.4539 -0.0021
H 5.4542 -2.5692 -1.6083 0.0067
H 1.5138 -2.8105 1.3392 -0.0263
H 4.8676 -2.3859 -3.5786 -0.0184
H 4.3988 -1.5488 -5.8591 0.0349
H 2.9928 -0.0999 -7.3214 -0.0038
H 1.0953 1.4801 -7.6106 0.0055
H -0.2930 2.0792 -5.6459 0.0380
H 0.1984 1.1219 -3.4346 0.0661
C -0.9843 0.5873 4.7625 0.0016
C 0.3368 1.0462 5.4008 0.0009
C 0.3728 2.5722 5.2574 0.0008
C 0.3231 0.7349 6.9052 0.0004
Si 1.8249 0.1880 4.4941 0.0056
Br 1.3381 0.0365 2.2426 -0.0312
C 2.0481 -1.6542 5.0854 -0.0008
C 0.6797 -2.3435 5.2025 -0.0002
C 2.7674 -1.7504 6.4383 0.0007
C 2.8455 -2.4726 4.0622 0.0037
C 3.4733 1.2028 4.5625 0.0018
C 3.8051 1.6590 5.9904 0.0006
C 4.6448 0.3587 4.0399 -0.0003
C 3.3793 2.4369 3.6520 0.0003
H -1.8249 1.0606 5.2816 0.0000
H -1.1263 -0.4925 4.8002 0.0001
H -1.0216 0.8976 3.7177 -0.0004
H -0.5182 2.9915 5.7390 0.0000
H 0.3527 2.8744 4.2149 -0.0004
H 1.2464 3.0100 5.7439 0.0000
H -0.5260 1.2445 7.3719 -0.0001
H 1.2364 1.0885 7.3915 0.0001
H 0.2216 -0.3307 7.1116 0.0000
H 0.0658 -1.9205 5.9972 -0.0001
H 0.8252 -3.4054 5.4279 0.0000
H 0.1297 -2.2710 4.2613 0.0001
H 2.2704 -1.1611 7.2122 0.0002
H 3.8004 -1.4067 6.3606 0.0000
H 2.7898 -2.7946 6.7684 0.0000
H 2.3862 -2.4144 3.0792 0.0001
H 2.8597 -3.5243 4.3708 -0.0013
H 3.8771 -2.1383 3.9654 -0.0028
H 3.8573 0.8138 6.6808 0.0000
H 3.0603 2.3601 6.3692 0.0000
H 4.7753 2.1666 6.0002 -0.0001
H 4.9003 -0.4520 4.7248 0.0000
H 5.5313 0.9920 3.9294 0.0000
H 4.4109 -0.0687 3.0627 0.0006
H 2.5285 3.0739 3.8840 -0.0002
H 3.2821 2.1391 2.6080 0.0000
H 4.2944 3.0317 3.7509 0.0000
N 2.9327 2.2678 -2.1378 0.0074
C 1.9912 2.1852 -1.1468 -0.0135
O 1.6731 1.0229 -0.7540 0.0375
C 1.5297 3.4051 -0.6102 0.0014
C 0.6708 3.5145 0.4962 -0.0025
N 0.0197 3.7094 1.4270 -0.0001
C 1.8994 4.6138 -1.2290 0.0004
N 2.1920 5.6037 -1.7523 0.0004
H 2.9021 3.0944 -2.7141 0.0056
H 3.0730 1.4008 -2.6364 -0.0128
```

This record from the Open Molecules 2025 dataset describes a cluster of 10 separate species, C49H71BrO30S in total. The level of theory is the ωB97M-V functional and the def2-TZVPD basis.

The calculation puts the LUMO energy at 0.2 eV. As for the SMILES: Cc1cccc(C[C@@]2(C)CCS(=O)(=O)O[C@H]2Br)c1.C[C@@H]1COC(=O)O1.C[C@@H]1COC(=O)O1.C[C@@H]1COC(=O)O1.C[C@@H]1COC(=O)O1.C[C@@H]1COC(=O)O1.C[C@@H]1COC(=O)O1.C[C@@H]1COC(=O)O1.C[C@@H]1COC(=O)O1.C[C@@H]1COC(=O)O1. The calculation puts the HOMO energy at -8.62 eV.

XYZ file:
```
152
Properties=species:S:1:pos:R:3:lowdin_charge:R:1
C 0.6699 -5.5512 0.9726 -0.0420
C -0.2884 -4.7335 0.1613 -0.2566
C 0.0504 -3.5437 -0.4776 -0.0376
C -0.9093 -2.8476 -1.2011 -0.0646
C -2.2297 -3.2803 -1.2849 -0.0484
C -2.5856 -4.4568 -0.6275 -0.2192
C -4.0058 -4.9822 -0.6121 -0.0783
C -4.6718 -4.8716 0.7805 -0.5023
C -4.4195 -6.1201 1.6620 -0.0635
C -4.1980 -3.6717 1.6142 -0.1436
C -4.5331 -2.2985 1.0090 -0.1643
S -6.1522 -2.1877 0.2580 0.6317
O -7.0631 -1.7560 1.2742 -0.2596
O -6.0745 -1.3696 -0.9113 -0.2754
O -6.5267 -3.6548 -0.2609 -0.2645
C -6.1925 -4.6857 0.6696 -0.7069
Br -7.1540 -6.2808 0.1493 0.8129
C -1.6125 -5.1663 0.0732 -0.0038
H 0.7182 -6.5780 0.6144 0.0848
H 1.6753 -5.1316 0.9996 0.0784
H 0.2968 -5.5703 1.9991 0.0513
H 1.0584 -3.1546 -0.4174 0.1082
H -0.6664 -1.9247 -1.7139 0.0929
H -2.9759 -2.7288 -1.8418 0.1142
H -4.6019 -4.5125 -1.3929 0.1228
H -3.9363 -6.0332 -0.8968 0.1224
H -5.2266 -6.1687 2.3941 0.0808
H -3.5136 -5.9538 2.2424 0.0829
H -4.3595 -7.0311 1.0781 0.0768
H -3.1482 -3.7366 1.8894 0.1234
H -4.7514 -3.7396 2.5557 0.1295
H -4.5589 -1.5889 1.8317 0.1135
H -3.8124 -1.9508 0.2756 0.0910
H -6.5617 -4.3982 1.6538 0.1053
H -1.8890 -6.0855 0.5753 0.1216
C -7.3310 1.1049 -1.5064 -0.0411
C -7.8971 2.4411 -1.9166 -0.3244
C -6.8870 3.5628 -1.9685 -0.1001
O -7.6945 4.7143 -1.6934 0.0568
C -8.7505 4.2983 -0.9464 -0.5652
O -9.5009 5.0242 -0.3809 0.1626
O -8.8229 2.9462 -0.9348 0.0882
H -8.1126 0.3493 -1.4651 0.0896
H -6.5691 0.7749 -2.2100 0.0866
H -6.8932 1.1601 -0.5104 0.0898
H -8.4337 2.3512 -2.8658 0.1573
H -6.4032 3.6586 -2.9377 0.1357
H -6.1242 3.4789 -1.1906 0.1388
C 2.0331 -1.0865 4.5800 -0.0290
C 1.4342 -2.4157 4.9476 -0.3159
C 2.2837 -3.6138 4.5959 -0.0847
O 1.2963 -4.6368 4.3960 0.0628
C 0.1559 -4.0222 4.0063 -0.5712
O -0.7927 -4.5918 3.5621 0.1343
O 0.2409 -2.6885 4.1783 0.0975
H 1.3547 -0.2803 4.8426 0.0817
H 2.9754 -0.9311 5.1024 0.0899
H 2.2075 -1.0222 3.5032 0.0956
H 1.1608 -2.4220 6.0046 0.1516
H 2.9728 -3.8964 5.3877 0.1390
H 2.8386 -3.4814 3.6637 0.1379
C 4.3306 3.3748 8.3187 -0.0071
C 3.7383 2.0338 8.6674 -0.3099
C 4.6084 0.8551 8.3011 -0.0851
O 3.6332 -0.1753 8.0732 0.0687
C 2.4879 0.4361 7.6899 -0.5655
O 1.5449 -0.1298 7.2307 0.1394
O 2.5561 1.7651 7.8900 0.0632
H 3.6365 4.1739 8.5825 0.0950
H 5.2676 3.5382 8.8527 0.0959
H 4.5124 3.4467 7.2558 0.0571
H 3.4521 2.0068 9.7229 0.1591
H 5.2956 0.5656 9.0926 0.1383
H 5.1650 1.0163 7.3763 0.1359
C -1.5819 -2.1930 -6.5425 -0.0066
C -0.4620 -1.2703 -6.1335 -0.3195
C 0.9227 -1.8065 -6.4057 -0.0940
O 1.7069 -1.1600 -5.3910 0.0648
C 0.8762 -0.9043 -4.3487 -0.5648
O 1.2375 -0.5623 -3.2698 0.1568
O -0.4159 -1.0962 -4.7041 0.0850
H -2.5474 -1.7521 -6.2933 0.0886
H -1.5499 -2.3858 -7.6146 0.0909
H -1.5139 -3.1421 -6.0100 0.0950
H -0.6000 -0.2828 -6.5864 0.1502
H 1.2895 -1.5477 -7.3978 0.1304
H 0.9932 -2.8855 -6.2671 0.1319
C 3.3624 -6.3199 -9.4235 -0.0218
C 1.9870 -5.7020 -9.4202 -0.3238
C 1.9185 -4.3199 -8.8186 -0.1038
O 0.5738 -4.2665 -8.3246 0.0267
C 0.2017 -5.5449 -8.0450 -0.5535
O -0.7703 -5.8392 -7.4314 0.1705
O 1.0932 -6.4272 -8.5568 0.0913
H 3.3293 -7.3227 -9.8483 0.0875
H 4.0551 -5.7156 -10.0094 0.0914
H 3.7438 -6.4153 -8.4060 0.0917
H 1.5643 -5.7126 -10.4281 0.1622
H 2.0872 -3.5313 -9.5491 0.1301
H 2.6035 -4.1856 -7.9759 0.1389
C 2.2192 6.5194 3.9570 -0.0172
C 3.3693 5.6961 4.4771 -0.3134
C 4.3112 5.1861 3.4117 -0.0926
O 4.8140 3.9750 4.0207 0.0777
C 3.8647 3.5274 4.8645 -0.5722
O 3.8643 2.4507 5.3799 0.1423
O 2.9070 4.4592 5.0591 0.0919
H 1.5708 6.8291 4.7771 0.0872
H 2.5839 7.4069 3.4424 0.0892
H 1.6097 5.9347 3.2676 0.0964
H 3.9095 6.2478 5.2525 0.1586
H 5.1230 5.8703 3.1974 0.1317
H 3.8076 4.9228 2.4918 0.1231
C 8.2745 6.4547 -0.9005 -0.0213
C 6.8423 6.9250 -0.9138 -0.3260
C 6.6253 8.3094 -0.3474 -0.0890
O 5.2816 8.2239 0.1485 0.0735
C 5.0469 6.9280 0.4545 -0.5462
O 4.1093 6.5384 1.0770 0.1404
O 6.0243 6.1320 -0.0317 0.0944
H 8.3480 5.4432 -1.2985 0.0890
H 8.9017 7.1125 -1.5019 0.0926
H 8.6609 6.4267 0.1191 0.0925
H 6.4250 6.8420 -1.9206 0.1599
H 6.7095 9.0964 -1.0923 0.1402
H 7.2906 8.5327 0.4899 0.1403
C -0.2878 2.5453 -9.7545 -0.0185
C 0.4488 1.2430 -9.5700 -0.3345
C 1.6491 1.0611 -10.4704 -0.0902
O 1.7109 -0.3654 -10.6054 0.0573
C 0.4507 -0.8430 -10.4426 -0.5669
O 0.1149 -1.9554 -10.6873 0.1651
O -0.3679 0.1233 -9.9612 0.0819
H -1.1512 2.5932 -9.0916 0.0890
H 0.3644 3.3914 -9.5390 0.0932
H -0.6622 2.6333 -10.7750 0.0938
H 0.7225 1.1077 -8.5190 0.1499
H 2.5701 1.4455 -10.0392 0.1400
H 1.5046 1.4975 -11.4613 0.1412
C -2.6101 1.8646 8.3451 -0.0198
C -1.7065 3.0698 8.4019 -0.3253
C -0.4636 2.8851 9.2372 -0.0905
O -0.1932 4.2234 9.6779 0.0590
C -1.3770 4.8866 9.7083 -0.5650
O -1.5420 5.9478 10.2149 0.1625
O -2.3426 4.1685 9.0835 0.0842
H -3.4955 2.0784 7.7467 0.0872
H -2.0885 1.0140 7.9062 0.0912
H -2.9558 1.5961 9.3443 0.0910
H -1.4549 3.4018 7.3911 0.1604
H 0.3757 2.4903 8.6704 0.1201
H -0.6322 2.2583 10.1171 0.1421
```

Number 1: strongest force on any atom 3.8 eV Å⁻¹. Number 2: strongest force on any atom 1.6 eV Å⁻¹.